Entry 1:
114
Properties=species:S:1:pos:R:3:forces:R:3 method="wB97M-V/def2-TZVPD" gap_ev=6.127 charge=+1 molar_mass_da=1408.6 de_lowest_kcal_mol=34.5 multiplicity=1 total_energy_ha=-4139.3124
C 1.697 -2.457 -2.615 0.1 0.1 -0.1
H 5.067 6.969 -1.903 0.0 0.0 0.0
C -5.877 1.910 2.003 0.0 0.0 0.0
H -5.514 -2.387 2.848 0.0 0.0 0.0
H -0.687 -0.465 -3.920 0.0 0.0 0.0
C -5.594 1.202 3.162 0.0 0.0 0.0
H 5.173 0.151 -2.937 0.0 0.0 0.0
C -4.739 0.109 3.124 0.0 0.0 0.0
H 0.640 1.480 -7.356 0.0 0.0 0.0
H -1.193 -0.765 6.234 0.0 0.0 0.0
C -2.434 -2.145 3.390 0.0 0.0 0.0
H -5.528 2.060 -0.110 0.0 0.0 0.0
C -1.262 -2.871 5.832 0.0 0.0 0.0
C -5.239 -3.215 2.204 0.0 0.1 0.0
C -0.688 1.363 1.797 0.0 0.0 -0.1
C 1.716 -0.057 4.940 0.0 0.0 0.0
H 6.741 3.058 -1.412 0.0 0.0 0.0
C -4.142 -3.082 1.389 0.0 -0.1 -0.1
Sb 1.835 3.307 0.101 -0.1 -0.1 0.0
C -0.571 4.504 -2.321 -0.1 -0.1 -0.2
C 5.899 3.734 -1.349 0.0 0.0 0.0
C 0.715 -0.332 2.717 -0.1 -0.1 0.0
H -6.047 1.495 4.100 0.0 0.0 0.0
H 1.202 -3.868 -5.654 0.0 0.0 0.0
H -1.462 -4.892 5.137 0.0 0.0 0.0
H 4.242 3.047 -5.647 0.0 0.0 0.0
H -2.613 -7.439 -1.320 0.0 0.0 0.0
S -1.380 1.150 -1.748 0.3 0.1 -0.2
H -1.359 1.747 1.034 0.0 0.0 0.0
C 3.303 0.196 -1.892 0.0 -0.1 0.0
H -3.997 0.131 -0.173 0.1 0.0 -0.1
C 0.206 -2.118 -4.911 0.0 0.0 0.0
C -0.523 2.146 2.965 0.0 0.0 0.0
C 0.238 5.515 -1.524 0.1 0.0 0.0
H 2.797 -1.716 5.720 0.0 0.0 0.0
C -4.431 -5.414 0.723 0.0 0.0 0.0
I -2.033 -2.469 -1.548 -0.2 0.0 0.1
C -4.144 -0.284 1.926 0.0 0.0 0.1
H 6.983 5.421 -2.108 0.0 0.0 0.0
C 1.090 -3.180 -4.826 0.0 0.0 0.0
C 3.215 2.725 -5.537 0.0 0.0 0.0
C -1.476 -1.536 5.527 0.0 0.0 0.0
C 1.971 -2.148 3.774 0.0 0.0 0.0
C 0.308 1.723 3.960 0.0 0.0 0.0
C 1.838 -3.349 -3.666 0.0 0.0 0.0
C 2.605 0.075 -0.677 -0.3 0.1 -0.1
Zr 0.338 -0.308 -0.633 0.2 -0.2 0.1
C 3.735 5.469 -1.153 0.0 0.0 0.0
H 2.980 2.224 -7.607 0.0 0.0 0.0
I 0.897 -2.816 1.042 0.0 -0.1 -0.2
C -2.043 -1.175 4.314 0.0 0.0 0.0
H -4.531 -0.436 4.034 0.0 0.0 0.0
C -4.001 -6.584 0.050 0.0 0.0 0.0
H -2.490 -4.266 3.008 0.0 0.0 0.0
C -5.303 1.520 0.801 0.0 0.0 0.0
H 2.937 -0.179 1.444 0.0 0.0 0.1
C 4.683 0.073 -1.973 0.0 0.0 0.0
H -4.524 -7.511 0.250 0.0 0.0 0.0
C 4.683 3.275 -0.863 0.0 -0.1 0.0
Sb 0.406 2.601 -2.283 0.0 0.6 0.5
C 3.584 4.131 -0.786 0.1 0.0 0.0
H 2.337 -2.601 -1.747 0.0 0.0 0.0
H 5.346 -0.423 1.304 0.0 0.0 0.0
H -1.613 -5.263 -1.899 0.0 0.0 0.0
H -0.377 -1.968 -5.812 0.0 0.0 0.0
C -4.440 0.436 0.767 0.0 0.0 0.0
H 6.501 -0.295 -0.886 0.0 0.0 0.0
H 1.027 5.834 0.491 0.0 0.0 -0.1
H 2.540 -4.171 -3.588 0.0 0.0 0.0
H 1.160 5.735 -2.065 0.0 0.0 0.0
C 2.611 2.769 -4.289 0.0 0.0 0.0
H -6.042 -6.452 1.696 0.0 0.0 0.0
C 0.935 0.454 3.875 0.0 0.0 0.0
C -5.976 -4.407 2.285 0.0 0.0 0.0
C -1.624 -3.846 4.913 0.0 0.0 0.0
C 2.218 -1.324 4.895 0.0 0.0 0.0
H -0.453 1.554 -5.149 0.0 0.0 0.0
H -6.549 2.758 2.035 0.0 0.0 0.0
C -3.762 -4.166 0.532 0.0 0.0 0.0
C 3.396 -0.120 0.466 0.0 0.1 0.0
H 0.465 2.324 4.849 0.0 0.0 0.0
H 1.888 0.569 5.807 0.0 0.0 0.0
C 0.572 1.885 -5.256 0.0 0.0 0.0
H -0.666 4.779 -3.371 0.0 0.1 0.0
H -1.566 4.339 -1.906 0.0 0.0 0.0
C 5.427 -0.171 -0.827 0.0 0.0 0.0
C 2.505 2.262 -6.636 0.0 0.0 0.0
H -0.322 6.455 -1.487 0.0 0.0 0.0
C -2.207 -3.487 3.707 0.0 0.0 0.0
C 1.188 1.843 -6.497 0.0 0.0 0.0
H 3.177 3.112 -3.428 0.0 0.0 0.0
H 2.354 -3.159 3.751 0.0 0.0 0.0
C -2.365 -5.305 -1.121 0.0 0.0 0.0
C -2.957 -6.546 -0.817 0.0 0.0 0.0
H 2.917 6.170 -1.061 0.0 0.0 0.0
C 0.792 -1.376 -2.646 -0.1 -0.6 0.3
C 6.033 5.060 -1.736 0.0 0.0 0.0
C 4.779 -0.249 0.397 0.0 0.0 0.0
C -5.542 -5.497 1.595 0.0 0.0 0.0
C 1.290 2.347 -4.159 0.0 0.0 -0.1
C 0.051 -1.253 -3.832 0.0 0.1 0.0
C 0.547 5.048 -0.097 0.0 0.0 0.0
H 2.758 0.330 -2.821 0.0 0.0 0.0
H -0.378 4.789 0.426 0.0 0.0 0.0
H -1.056 3.085 3.061 0.0 0.0 0.0
H -2.179 -0.126 4.086 0.0 0.1 0.0
C -0.038 0.154 1.605 0.1 0.0 0.0
H -0.818 -3.152 6.778 0.0 0.0 0.0
C -2.765 -4.153 -0.499 0.0 -0.1 0.1
C 4.956 5.929 -1.625 0.0 0.0 0.0
H 4.597 2.242 -0.540 0.0 0.1 0.0
P -2.990 -1.688 1.706 0.2 0.2 -0.1
H -6.836 -4.469 2.938 0.0 0.0 0.0
C 1.254 -1.641 2.732 0.0 0.1 0.1

***

Entry 2:
72
Properties=species:S:1:pos:R:3:forces:R:3 method="wB97M-V/def2-TZVPD" gap_ev=6.061 charge=+1 molar_mass_da=445.6 multiplicity=1 total_energy_ha=-1491.0389
H 0.221 0.370 -5.132 0.0 0.0 0.0
H 1.829 2.840 0.374 0.1 0.0 0.0
H 2.572 4.239 1.171 0.0 0.0 0.0
H 2.652 -3.597 -0.270 0.1 0.0 0.0
O 1.082 -0.907 1.557 -0.9 0.6 0.2
C 0.219 -1.589 -1.382 0.5 -0.2 1.1
H 2.505 -5.540 -1.679 -0.2 -0.1 0.0
H -3.954 8.633 2.462 0.0 0.1 0.0
O -6.181 7.570 3.665 0.0 0.0 0.0
H 1.515 -2.884 1.529 0.0 0.0 0.0
H 2.838 2.612 1.822 0.1 0.0 -0.1
C 2.222 -3.169 -2.327 0.1 0.0 -0.1
N -3.962 7.292 4.067 0.1 -0.2 0.1
N 1.441 -2.542 -3.177 0.2 0.0 0.0
H -2.878 -0.720 -0.235 -0.1 0.2 -0.2
H 2.846 -5.882 -3.404 -0.2 -0.2 0.1
H -0.290 -1.673 -4.578 0.1 -0.4 0.2
H -2.406 -4.744 -3.141 -0.1 0.1 -0.1
C -2.895 6.453 4.587 -0.1 0.4 -0.2
C 2.000 -3.051 -0.940 1.5 -1.4 0.1
C 0.284 0.281 -4.045 -0.3 0.1 -0.6
C -0.860 -0.694 -0.879 -1.1 0.2 -0.3
C 4.609 -5.860 -2.136 -0.6 0.9 0.4
H 1.353 0.297 -3.818 0.0 0.0 0.3
N 3.259 -3.918 -2.830 -1.1 0.0 -0.1
H 5.272 -5.375 -2.850 0.2 -0.5 -0.3
H -1.201 -4.093 -2.279 -0.1 -0.2 0.1
C -2.404 -2.788 -0.459 -0.6 0.2 -0.6
H -0.169 -2.516 1.329 -0.2 0.4 0.1
H -0.859 2.342 2.169 0.0 -0.1 0.1
H -1.454 -3.252 -0.189 0.1 0.1 0.0
C 1.035 -2.291 -0.442 -1.2 1.0 0.0
H 0.143 2.113 3.610 -0.1 -0.1 0.0
C -3.058 -3.641 -1.533 0.2 -0.8 0.0
H 1.171 5.442 2.334 0.0 0.0 0.0
H -2.184 6.228 3.796 0.1 -0.1 0.1
H -3.037 -2.848 0.424 0.1 0.1 0.1
H -2.718 -1.204 -1.917 0.0 -0.1 0.0
C 0.166 2.227 2.525 0.0 0.3 0.1
H -3.392 -4.578 -1.077 -0.1 0.0 0.0
C -3.630 8.588 3.502 -0.2 -0.1 0.0
H -4.147 9.375 4.054 0.0 0.1 -0.1
H 0.609 1.343 2.075 0.0 0.1 -0.1
C -5.252 6.910 4.088 -0.1 0.0 0.0
C 0.827 -2.183 1.048 0.8 -0.8 0.1
H 5.887 -5.780 -0.381 0.0 0.1 0.2
H -3.939 -3.148 -1.943 -0.1 0.1 0.1
H -2.557 8.750 3.557 0.0 -0.1 0.0
C -0.322 -1.073 -3.675 0.5 0.1 -0.8
C -2.289 -1.319 -0.926 0.6 -0.2 0.6
N 0.937 3.408 2.176 0.2 0.0 -0.1
H -1.363 -1.016 -3.391 0.0 0.1 0.3
H -3.300 5.519 4.972 -0.1 0.0 0.0
H 4.655 -6.944 -2.199 0.2 0.0 0.0
H -2.380 6.976 5.395 0.1 -0.1 0.0
N 0.487 -1.787 -2.653 -1.3 1.0 -0.4
H -0.661 -0.421 0.150 0.3 -0.1 0.1
C 2.110 3.269 1.339 -0.3 -0.2 0.1
H 2.499 -0.051 2.447 -0.2 0.0 0.1
C 0.527 4.604 2.650 0.0 0.2 0.0
H 5.101 -4.235 -0.796 0.2 0.0 0.0
C 3.197 -5.382 -2.503 1.2 0.3 -0.4
C 4.977 -5.316 -0.746 -0.4 -0.3 -0.5
H -5.399 5.911 4.536 0.0 0.0 0.0
O -0.450 4.764 3.352 0.0 -0.1 0.0
O 2.468 -0.834 1.879 0.6 -0.3 -0.3
H 0.198 2.050 -3.266 -0.2 0.2 0.0
H -0.919 0.250 -1.419 0.3 0.0 -0.2
H 3.227 -3.770 -3.834 0.4 -0.2 0.0
O -0.441 1.361 -3.474 0.5 -0.2 0.5
H 4.138 -5.495 -0.070 0.2 -0.3 0.3
N -2.129 -3.907 -2.644 0.2 0.3 0.1

***

Entry 3:
77
Properties=species:S:1:pos:R:3:forces:R:3 method="wB97M-V/def2-TZVPD" gap_ev=6.990 charge=+2 molar_mass_da=663.6 multiplicity=1 total_energy_ha=-1914.1811
C -0.994 -2.277 1.823 0.0 0.0 0.0
C -1.627 -2.744 2.977 0.0 0.0 0.0
C -1.430 1.165 2.665 0.0 0.0 0.0
H 1.275 -2.909 -1.921 0.0 0.0 0.0
H -1.959 2.951 3.727 0.0 0.0 0.0
N -2.251 1.473 1.529 0.2 0.1 0.0
H 2.378 4.046 -1.417 0.0 0.0 0.0
C -2.157 2.815 1.062 0.0 -0.2 0.1
H -0.937 0.763 -4.937 0.0 0.0 0.0
C -3.025 2.886 -1.275 0.1 0.0 0.0
H 1.689 4.402 -3.745 0.0 0.0 0.0
H -3.211 3.275 -3.305 0.0 0.0 0.0
H -0.658 4.062 -4.456 0.0 0.0 0.0
H -3.536 -0.149 1.801 0.0 0.0 0.0
H 6.768 -1.470 -0.243 0.0 0.0 0.0
C 3.156 -0.892 0.762 0.0 0.0 -0.1
N -0.201 -2.654 -0.451 0.0 0.0 -0.1
H -2.358 -4.442 4.044 0.0 0.0 0.0
C -0.353 3.902 -3.430 0.0 0.0 0.0
N 2.260 -0.661 -0.241 0.1 0.1 0.0
C 0.949 4.086 -3.023 0.0 0.0 0.0
H -2.152 -2.072 -1.003 0.0 0.0 0.0
H -1.918 -2.049 3.752 0.0 0.0 0.0
H 0.451 0.972 0.422 0.0 -0.1 -0.2
H 6.471 -1.170 -1.935 0.0 0.0 0.0
C -1.334 -2.670 -1.407 0.0 -0.1 0.0
H -4.044 2.645 -1.018 0.0 0.0 0.0
H -0.662 -5.255 0.213 0.0 0.0 0.0
C 1.826 -0.167 -2.512 0.0 0.0 0.0
C -0.677 -3.195 0.818 0.0 0.1 0.0
N 4.056 -0.683 -1.775 0.0 0.0 0.0
H -1.693 -3.690 -1.568 0.0 0.0 0.0
C 1.165 0.336 -4.738 0.0 0.0 0.0
H 1.742 -3.444 -0.289 0.0 0.0 0.0
C -3.601 0.928 1.657 0.0 0.0 -0.1
C -0.871 3.321 -1.121 0.1 -0.3 0.0
N -2.012 2.910 -0.423 -0.2 0.4 0.0
H -1.271 3.289 1.475 0.0 0.0 -0.1
N -0.687 -0.915 1.591 0.1 0.1 0.0
C 1.343 3.885 -1.687 0.0 0.0 0.0
H 3.358 -1.101 2.754 0.0 0.0 0.0
C 0.448 3.497 -0.713 0.0 0.1 0.0
C 0.931 -3.409 -1.014 0.0 0.0 0.0
H 1.737 -0.723 2.207 0.0 0.0 0.0
H -1.011 -2.257 -2.362 0.0 0.0 0.0
C 0.042 0.527 4.947 0.0 0.0 0.0
C -1.385 2.031 3.755 0.0 0.0 0.0
N 6.137 -1.232 -0.990 0.0 0.0 0.0
H -1.375 0.433 -2.502 0.0 0.0 0.0
C 4.857 -1.005 -0.722 0.0 0.0 0.0
N -2.614 3.220 -2.494 0.0 -0.1 0.0
H 0.649 -4.429 -1.282 0.0 0.0 0.0
N 4.448 -1.090 0.542 0.0 0.0 0.0
H -4.175 1.101 0.745 0.0 0.0 0.0
C 2.165 -0.006 -3.843 0.0 0.0 0.0
H 0.487 -1.311 3.946 0.0 0.0 0.0
C -0.722 -0.041 2.717 0.0 0.0 0.0
N 2.706 -0.919 2.010 -0.1 -0.1 0.0
H -3.022 3.441 1.310 0.0 0.0 0.0
H 0.762 3.338 0.308 0.0 0.0 0.0
H 1.388 0.461 -5.789 0.0 0.0 0.0
H 3.192 -0.156 -4.145 0.0 0.0 0.0
H 0.604 0.265 5.833 0.0 0.0 0.0
H -1.680 -6.064 2.300 0.0 0.0 0.0
C -1.500 -5.007 2.163 0.0 0.0 0.0
H -0.614 2.423 5.714 0.0 0.0 0.0
C -0.013 -0.352 3.879 0.0 0.0 0.0
C -1.254 3.510 -2.445 0.1 0.0 0.0
N 0.577 -0.007 -2.053 0.0 0.0 -0.1
C -1.874 -4.097 3.141 0.0 0.0 0.0
C -0.640 1.732 4.882 0.0 0.0 0.0
H -4.147 1.364 2.502 0.0 0.0 0.0
C -0.916 -4.549 0.993 0.0 0.0 0.0
Rh 0.250 -0.498 -0.042 -0.1 0.0 0.4
C -0.128 0.507 -4.266 0.0 0.0 0.0
C 2.801 -0.531 -1.465 0.0 0.0 0.0
C -0.380 0.328 -2.918 0.0 0.0 0.0

***

Entry 4:
44
Properties=species:S:1:pos:R:3:forces:R:3 method="wB97M-V/def2-TZVPD" gap_ev=7.833 molar_mass_da=323.5 de_lowest_kcal_mol=42.4 multiplicity=1 smiles=C[C@H](CN(C)C)CN1c2ccccc2Sc2ccc(C#N)cc21 total_energy_ha=-1299.0526
H 0.396 -4.242 0.191 0.0 0.0 0.0
H 0.254 -4.457 1.944 0.0 -0.1 0.0
C 4.052 2.077 0.271 0.1 0.0 0.0
C -3.316 3.045 0.686 -0.1 -0.2 -0.1
N -5.638 0.504 0.151 -0.3 -0.2 0.0
N 0.176 -2.473 1.371 0.0 -0.1 0.1
C -3.399 1.742 0.204 0.9 0.6 0.0
H 0.696 -0.107 -2.386 -0.1 0.0 0.0
H 2.203 -2.520 0.680 0.0 0.0 -0.1
H 0.842 -1.981 -1.068 0.0 0.0 0.0
C 3.757 0.821 -0.225 0.1 0.1 0.0
S 0.530 3.962 0.166 0.0 -0.2 -0.2
H -0.302 -0.541 0.948 -0.1 0.0 0.0
H -1.093 -3.428 -1.462 0.0 -0.1 0.0
C -0.955 3.015 0.201 0.2 0.1 0.1
H -2.382 0.067 -0.600 0.0 -0.1 0.0
C -0.514 -1.525 0.523 0.1 0.1 -0.1
C -1.014 1.699 -0.282 -0.4 0.2 0.2
H -4.194 3.555 1.048 -0.1 0.0 0.0
C -0.103 -0.118 -1.637 0.0 -0.3 -0.1
C 1.405 1.393 -0.433 0.5 0.1 0.2
C 2.458 0.485 -0.562 -0.1 0.0 -0.1
C -0.099 -3.864 1.100 0.0 0.1 0.1
H -1.584 -1.717 0.646 0.0 0.1 0.0
C 3.027 2.995 0.406 -0.1 -0.1 0.0
C 1.588 -2.225 1.546 -0.1 0.0 0.1
H 3.221 3.992 0.772 0.1 0.1 0.1
H -1.174 -4.007 1.005 -0.1 -0.1 0.0
H -2.136 -2.033 -1.713 -0.1 0.1 0.0
C 1.731 2.665 0.047 -0.3 0.2 0.1
H 4.538 0.087 -0.348 0.1 -0.1 0.0
H -1.037 0.054 -2.178 0.1 0.0 0.0
N 0.102 1.029 -0.777 0.0 0.2 -0.2
C -0.152 -1.531 -0.985 -0.2 0.0 0.2
H 2.271 -0.506 -0.932 -0.1 -0.2 0.0
H -0.835 -2.379 -2.854 0.0 0.0 -0.1
H 1.935 -2.796 2.408 0.1 0.0 0.0
H 1.752 -1.167 1.743 0.1 0.0 0.0
C -2.082 3.663 0.684 0.1 -0.2 -0.1
C -2.262 1.080 -0.260 0.0 0.1 0.1
H -1.977 4.676 1.041 0.0 0.1 0.1
H 5.060 2.344 0.542 0.1 0.0 0.0
C -1.113 -2.396 -1.801 0.3 0.0 0.1
C -4.637 1.063 0.180 -0.6 -0.3 0.0

***

Number 1: highest occupied orbital energy -9.56 eV, LUMO level -3.432 eV. Number 2: highest occupied orbital energy -10.06 eV, LUMO level -3.999 eV. Number 3: highest occupied orbital energy -12.58 eV, LUMO level -5.590 eV. Number 4: highest occupied orbital energy -7.56 eV, LUMO level 0.275 eV.